[1]
Computed, not measured: an isolated molecule of C21H26N4O4S at a distorted geometry, with wB97M-V/def2-TZVPD.

## Properties
calculated total energy	-47185.8984	eV
energy relative to the best compared isomer or geometry (same formula, charge and spin)	1.452	eV
maximum force	0.0216	Eh/bohr
frontier orbital gap	9.76	eV
molar mass	430.53	g/mol
SMILES	O=C(CCNC(=O)C1CCN(S(=O)(=O)c2ccccc2)CC1)NCc1ccncc1

Last column: Mulliken charge in e.
Element x y z (Å)
O  2.53  0.94  1.67  -0.6546
C  2.50  1.70  0.72  0.6227
C  2.64  3.21  0.88  -0.9729
C  1.25  3.85  0.75  -0.7423
N  0.26  3.13  1.53  -0.1153
C  -0.50  2.16  0.97  0.0592
O  -0.54  1.97  -0.23  -0.6643
C  -1.30  1.33  1.96  0.2421
C  -2.69  1.03  1.40  -0.3919
C  -3.45  0.09  2.34  -1.0971
N  -2.70  -1.11  2.65  0.1895
S  -2.99  -2.48  1.75  1.2962
O  -4.41  -2.53  1.52  -0.7471
O  -2.36  -3.56  2.44  -0.7246
C  -2.18  -2.29  0.16  0.1780
C  -2.85  -1.67  -0.88  -0.4706
C  -2.22  -1.54  -2.10  -0.7326
C  -0.93  -2.03  -2.28  -0.3131
C  -0.27  -2.66  -1.24  -0.5436
C  -0.90  -2.79  -0.01  -0.4753
C  -1.36  -0.89  3.13  -1.5614
C  -0.55  0.00  2.19  0.7693
N  2.31  1.29  -0.55  0.1930
C  1.87  -0.06  -0.85  -0.4314
C  2.41  -0.49  -2.19  0.2157
C  3.52  -1.31  -2.31  -0.2626
C  3.96  -1.66  -3.57  -0.4208
N  3.38  -1.23  -4.69  -0.6383
C  2.33  -0.44  -4.58  -0.3689
C  1.80  -0.04  -3.36  -0.4520
H  3.31  3.62  0.13  0.3376
H  3.05  3.41  1.87  0.3937
H  1.28  4.89  1.09  0.3620
H  0.90  3.82  -0.28  0.3472
H  0.39  3.13  2.53  0.2973
H  -1.39  1.86  2.91  0.3972
H  -2.58  0.58  0.41  -0.0623
H  -3.26  1.96  1.29  0.5541
H  -3.66  0.60  3.28  0.3426
H  -4.39  -0.24  1.90  0.5149
H  -3.86  -1.33  -0.72  0.5086
H  -2.73  -1.05  -2.92  0.4443
H  -0.44  -1.93  -3.24  0.5206
H  0.72  -3.05  -1.38  0.4556
H  -0.42  -3.30  0.82  0.4788
H  -1.43  -0.43  4.12  0.3682
H  -0.90  -1.87  3.23  0.5231
H  -0.43  -0.49  1.23  -0.6827
H  0.44  0.19  2.60  0.4881
H  2.12  1.98  -1.26  0.3143
H  0.78  -0.08  -0.87  -0.0581
H  2.24  -0.70  -0.05  0.5145
H  4.02  -1.68  -1.43  0.4315
H  4.82  -2.30  -3.71  0.3938
H  1.89  -0.12  -5.51  0.3838
H  0.94  0.60  -3.31  0.4462



[2]
Computed, not measured: a cluster of 3 separate species, C21H26N4O5PS in total at a distorted geometry, with wB97M-V/def2-TZVPD.

## Properties
calculated total energy	-58512.5727	eV
energy relative to the best compared isomer or geometry (same formula, charge and spin)	0.000	eV
maximum force	0.0322	Eh/bohr
frontier orbital gap	7.66	eV
molar mass	477.50	g/mol
charge	+1

Last column: Mulliken charge in e.
Element x y z (Å)
C  -0.29  -0.10  2.01  -0.6685
O  0.27  -0.60  0.81  -0.1668
C  1.40  0.10  0.36  -1.5552
C  1.11  1.55  0.00  0.2876
C  0.49  1.81  -1.21  -0.2694
P  0.06  0.44  -2.40  0.4673
C  -1.76  0.38  -2.40  -0.7355
O  0.37  1.02  -3.91  -0.5458
C  0.19  3.15  -1.51  0.9765
O  -0.40  3.51  -2.66  -0.4983
C  0.54  4.19  -0.63  0.4703
N  0.25  5.53  -0.96  -0.5796
C  -0.47  6.16  -0.21  0.5143
S  -1.25  6.92  0.90  -0.3152
C  1.19  3.85  0.54  0.0942
O  1.60  4.82  1.37  -0.4803
N  1.45  2.55  0.85  0.1569
C  2.16  2.30  2.12  -0.6361
C  3.69  2.42  1.90  -0.4735
O  4.25  3.23  2.91  -0.4995
H  -0.63  0.94  1.95  0.2518
H  -1.17  -0.70  2.21  0.3027
H  0.37  -0.20  2.88  0.2756
H  1.70  -0.39  -0.57  0.6242
H  2.27  0.00  1.03  0.3784
H  -2.10  0.14  -3.40  0.4223
H  -2.09  -0.43  -1.74  -0.0423
H  -2.26  1.28  -2.04  0.2703
H  1.25  1.41  -3.95  0.3160
H  -1.31  3.19  -2.71  0.3457
H  1.06  4.85  2.17  0.4019
H  1.85  2.99  2.90  0.6238
H  1.95  1.31  2.48  0.2006
H  4.13  1.42  1.84  0.4827
H  3.85  2.88  0.92  0.1789
H  5.13  2.90  3.09  0.3382
N  2.40  -2.96  -1.35  -0.2957
C  2.92  -4.03  -1.95  -0.3479
C  2.30  -5.27  -1.97  -0.3745
C  1.08  -5.41  -1.34  -0.4062
C  0.52  -4.31  -0.71  -0.6518
C  1.22  -3.11  -0.75  0.3407
H  3.88  -3.89  -2.43  0.3835
H  2.76  -6.11  -2.48  0.3743
H  0.56  -6.36  -1.33  0.4100
H  -0.43  -4.37  -0.20  0.3664
H  0.83  -2.21  -0.27  0.3045
N  -3.49  -1.04  0.92  -0.2711
C  -2.98  -2.12  0.33  0.3357
C  -3.61  -3.35  0.28  -0.8809
C  -4.85  -3.48  0.89  -0.2986
C  -5.40  -2.37  1.51  -0.4353
C  -4.69  -1.18  1.50  -0.2796
H  -2.00  -1.98  -0.13  0.2481
H  -3.14  -4.19  -0.22  0.4072
H  -5.37  -4.42  0.88  0.4005
H  -6.36  -2.43  2.00  0.3877
H  -5.09  -0.29  1.97  0.3686



[3]
Computed, not measured: a cluster of 2 separate species, C21H26NS2 in total at a distorted geometry, with wB97M-V/def2-TZVPD.

## Properties
calculated total energy	-45351.5270	eV
energy relative to the best compared isomer or geometry (same formula, charge and spin)	1.708	eV
maximum force	0.0512	Eh/bohr
frontier orbital gap	4.96	eV
molar mass	356.58	g/mol
charge	+1

Last column: Mulliken charge in e.
Element x y z (Å)
C  5.72  0.56  -0.01  -0.4514
C  5.24  1.64  0.74  -0.6752
C  3.87  1.88  0.81  -0.3978
C  2.97  1.06  0.13  -0.1562
C  1.46  1.34  0.26  0.1752
C  0.90  0.82  1.58  -0.2502
C  0.03  1.62  2.33  -0.0450
C  -0.51  1.14  3.52  -0.6974
C  -0.19  -0.15  3.96  -0.5137
C  0.69  -0.94  3.22  -0.8149
C  1.25  -0.46  2.03  -0.1856
C  0.66  0.82  -0.94  -0.0330
C  1.02  1.57  -2.24  -0.5602
C  -0.31  1.93  -2.92  -0.7667
C  -1.40  1.72  -1.86  -0.3633
N  -0.79  0.88  -0.83  -0.4495
C  3.45  -0.02  -0.62  0.2499
C  4.83  -0.27  -0.68  -0.8740
H  6.80  0.36  -0.07  0.3816
H  5.93  2.29  1.27  0.3979
H  3.48  2.71  1.41  0.3800
H  1.35  2.44  0.26  0.7034
H  -0.20  2.63  1.97  0.4194
H  -1.18  1.77  4.09  0.4112
H  -0.62  -0.53  4.89  0.4207
H  0.97  -1.94  3.57  0.4228
H  1.96  -1.06  1.46  0.4502
H  0.86  -0.25  -1.06  -0.0524
H  1.59  2.48  -2.02  0.4038
H  1.66  0.94  -2.87  0.3320
H  -0.31  2.96  -3.28  0.3194
H  -0.49  1.27  -3.77  0.2645
H  -1.74  2.69  -1.45  0.3274
H  -2.29  1.20  -2.25  0.1603
H  -1.19  0.94  0.10  0.3356
H  2.76  -0.68  -1.16  0.3648
H  5.18  -1.13  -1.26  0.3862
C  -5.00  -3.27  -0.29  -0.5112
C  -3.56  -3.77  -0.25  -0.7047
S  -2.39  -2.52  0.41  0.1174
C  -2.64  -1.19  -0.59  0.0801
S  -4.20  -0.63  -0.90  0.0625
C  -5.16  -2.15  -1.30  -0.6541
H  -5.64  -4.11  -0.59  0.3465
H  -5.32  -2.94  0.70  0.3218
H  -3.45  -4.63  0.43  0.3711
H  -3.19  -4.04  -1.25  0.3876
H  -1.78  -0.73  -1.05  0.3925
H  -4.85  -2.46  -2.31  0.3738
H  -6.20  -1.81  -1.33  0.3969



[4]
Computed, not measured: an isolated molecule of C21H26O3, with wB97M-V/def2-TZVPD.

## Properties
calculated total energy	-28340.0196	eV
energy relative to the best compared isomer or geometry (same formula, charge and spin)	1.295	eV
maximum force	0.0145	Eh/bohr
frontier orbital gap	8.72	eV
molar mass	326.44	g/mol
SMILES	C=CCc1ccc(OCCCOc2ccc(C)c(C)c2)c(OC)c1

Last column: Mulliken charge in e.
Element x y z (Å)
C  -5.30  -3.63  -0.03  -0.7922
C  -4.76  -2.62  0.63  0.0606
C  -5.35  -1.25  0.71  -1.2833
C  -4.39  -0.26  0.11  0.2182
C  -4.40  0.01  -1.25  -0.6995
C  -3.47  0.88  -1.78  -0.4756
C  -2.51  1.50  -1.00  0.2811
O  -1.69  2.38  -1.66  -0.5026
C  -0.32  2.50  -1.33  -0.5558
C  0.51  1.30  -1.78  -0.4737
C  0.30  0.06  -0.91  -0.3049
O  1.24  -0.96  -1.19  -0.4740
C  2.53  -0.84  -0.75  0.8024
C  3.40  -1.84  -1.17  -0.8695
C  4.72  -1.81  -0.77  -0.8333
C  5.21  -0.81  0.05  0.8672
C  6.65  -0.80  0.47  -1.4237
C  4.34  0.19  0.47  0.3877
C  4.82  1.30  1.36  -1.6066
C  3.01  0.17  0.07  -0.2095
C  -2.51  1.26  0.39  0.9886
O  -1.59  1.91  1.17  -0.4038
C  -1.57  1.68  2.55  -1.0553
C  -3.44  0.37  0.91  -0.4300
H  -4.83  -4.60  -0.07  0.2627
H  -6.23  -3.53  -0.57  0.2511
H  -3.83  -2.75  1.16  0.2875
H  -5.54  -0.99  1.75  0.3461
H  -6.30  -1.22  0.17  0.4292
H  -5.12  -0.46  -1.89  0.3820
H  -3.46  1.09  -2.84  0.4573
H  0.00  3.39  -1.88  0.3431
H  -0.19  2.68  -0.26  0.2742
H  1.56  1.58  -1.75  0.4782
H  0.26  1.05  -2.81  0.2348
H  -0.67  -0.40  -1.12  0.2655
H  0.34  0.33  0.16  0.2509
H  3.02  -2.62  -1.81  0.4722
H  5.39  -2.60  -1.11  0.3120
H  7.18  -1.65  0.04  0.3780
H  6.74  -0.85  1.55  0.3152
H  7.15  0.11  0.13  0.3195
H  5.63  1.85  0.87  0.3242
H  4.02  1.99  1.59  0.3799
H  5.22  0.90  2.29  0.3316
H  2.36  0.96  0.42  0.2418
H  -0.78  2.30  2.95  0.2689
H  -2.52  1.96  3.02  0.3672
H  -1.36  0.63  2.78  0.4009
H  -3.45  0.16  1.97  0.4136